Entry 1:
{
  "formula": "C5H14NO",
  "method": "ωB97M-V/def2-TZVPD",
  "elements": ["H", "H", "H", "C", "H", "C", "N", "H", "H", "H", "H", "C", "H", "H", "C", "C", "H", "O", "H", "H", "H"],
  "positions_angstrom": [[1.86014, -1.17725, -1.88509], [3.73429, -0.86275, 1.31098], [3.35538, -0.65037, -0.38218], [1.70370, -0.11177, 0.78769], [-0.61739, 1.48249, -1.20757], [-0.22883, 1.04954, -0.30059], [-3.44791, 1.79613, 1.01728], [2.64252, -2.03539, 0.56852], [-4.32213, 1.90482, 0.53406], [-1.26348, -0.82547, -0.13531], [-2.43033, -1.83295, -0.14221], [0.84250, 0.17641, -0.28700], [-2.79021, 1.10373, 0.70668], [1.52661, 0.22439, 1.80343], [2.94270, -0.97751, 0.57161], [0.97001, -0.68839, -1.53059], [0.45548, -0.18008, -2.34088], [-1.95374, -1.22347, 0.43256], [-0.24985, 1.65792, 0.60297], [0.30375, -1.52964, -1.29534], [-3.03319, 2.69962, 1.17099]],
  "lumo_ev": [0.811, -0.406],
  "spin_multiplicity": 2,
  "total_energy_ha": -328.80873,
  "orbital_gap_ev": [8.62, 8.79],
  "total_charge": 0
}

Entry 2:
{
  "formula": "C5H14NO",
  "method": "ωB97M-V/def2-TZVPD",
  "elements": ["N", "C", "H", "H", "H", "H", "H", "H", "H", "H", "H", "H", "C", "C", "H", "C", "C", "H", "H", "O", "H"],
  "positions_angstrom": [[-4.41620, -0.34517, -1.08619], [0.66709, 0.48583, 1.03946], [3.85798, 0.48222, -1.55489], [-3.50750, -0.25106, -0.57294], [-0.83087, 1.96478, 0.51436], [2.17626, 0.08318, -1.82252], [2.60862, 1.49200, -0.77984], [-1.57904, -0.34411, 1.49110], [3.29746, -1.49802, -0.36359], [1.32503, -1.48828, 1.25021], [0.97639, 0.76757, 2.05295], [-5.17605, 0.19410, -0.58348], [1.26415, -0.72648, 0.44163], [-0.51253, 0.93294, 0.31310], [-4.71528, -1.32753, -1.07962], [2.84627, -0.57624, 0.05728], [2.89686, 0.44824, -1.06560], [3.32235, -0.38081, 1.00934], [0.57398, -1.12581, -0.30812], [-1.74287, -0.03763, 0.55327], [-0.44397, 0.76323, -0.79107]],
  "lumo_ev": -7.859,
  "total_energy_ha": -328.49797,
  "orbital_gap_ev": 4.38,
  "total_charge": 1
}

Entry 3:
{
  "formula": "C5H14NO",
  "method": "ωB97M-V/def2-TZVPD",
  "elements": ["H", "C", "O", "C", "H", "H", "H", "H", "H", "N", "H", "H", "H", "H", "C", "H", "C", "H", "H", "C", "H"],
  "positions_angstrom": [[0.42591, 0.16691, -3.00270], [-2.44641, -0.32930, 1.00489], [0.27132, 1.18096, -0.36271], [1.35021, 0.43927, -1.04628], [-0.10088, -1.74148, 2.19237], [0.25056, -1.47237, -0.94005], [-3.07759, -0.96893, 1.61136], [-1.35054, -1.13593, 3.19313], [1.16399, 1.75926, -2.73847], [-1.23123, -0.16410, 1.31559], [-0.57524, 0.39230, 0.65541], [2.18353, 0.37793, -3.01225], [0.23817, 2.05785, -0.75076], [-2.87772, 0.17570, 0.15023], [-0.60406, -0.81729, 2.47134], [2.27382, 0.80818, -0.60409], [1.25539, 0.69001, -2.53215], [0.10620, -0.08938, 2.85547], [1.48595, -1.28699, 0.30091], [1.22944, -1.04074, -0.72821], [1.95080, -1.51703, -1.38739]],
  "lumo_ev": -4.352,
  "total_energy_ha": -328.63754,
  "orbital_gap_ev": 10.53,
  "total_charge": 1
}

Entry 4:
{
  "formula": "C5H14NO",
  "method": "ωB97M-V/def2-TZVPD",
  "elements": ["H", "C", "H", "H", "H", "C", "H", "H", "H", "H", "H", "C", "C", "H", "H", "N", "H", "C", "H", "O", "H"],
  "positions_angstrom": [[-0.06988, -2.12132, 0.08178], [-0.04824, -1.80736, 1.13612], [-0.12129, -0.66809, -1.76590], [1.59389, -0.37370, 0.74942], [-1.25634, -3.50547, 1.73442], [-0.30421, -3.04799, 1.98471], [1.24435, -0.61831, 2.41852], [0.05142, 3.58268, -1.73828], [0.68848, 1.30385, -2.74669], [2.08579, -1.88702, 1.51348], [-1.06116, 1.45482, -2.84012], [-0.14495, 2.61888, -1.24716], [-0.21807, 1.40654, -2.14864], [-0.86748, -1.09426, 1.28741], [-0.25050, -2.81138, 3.04676], [-0.37054, 0.20059, -1.28513], [-1.29703, 0.10391, -0.86151], [1.28885, -1.14728, 1.46616], [0.25861, 0.26105, -0.46959], [-0.22055, 2.48498, -0.05864], [0.48864, -3.77954, 1.82136]],
  "lumo_ev": -3.656,
  "total_energy_ha": -328.62855,
  "orbital_gap_ev": 11.44,
  "total_charge": 1
}

Entry 5:
{
  "formula": "C5H14NO",
  "method": "ωB97M-V/def2-TZVPD",
  "elements": ["O", "H", "H", "H", "C", "H", "N", "H", "H", "C", "H", "H", "H", "C", "H", "C", "H", "H", "C", "H", "H"],
  "positions_angstrom": [[-2.03474, -1.54834, 4.20098], [0.36264, 2.45942, -2.64241], [0.63667, -0.31625, 2.71936], [-0.82297, 1.77109, -0.86586], [1.19720, 0.46713, -3.42812], [0.52090, -2.00169, 2.17260], [0.03289, -1.02368, 2.21641], [1.59408, 0.27128, 0.11998], [-1.73621, -1.85954, 5.01756], [0.84197, 1.54977, -2.26988], [0.20966, -0.20330, -3.53330], [-0.76968, -1.15151, 2.83716], [1.74669, 1.93956, -1.82589], [0.49211, 0.26481, -0.04049], [-0.78215, 0.13375, -1.74840], [-0.17234, 0.95876, -1.25268], [1.50213, 0.99814, -4.30608], [-1.42737, -0.61211, 0.64731], [-0.31947, -0.37968, 0.83425], [-3.03094, -1.55675, 4.13532], [1.95893, -0.16086, -2.98782]],
  "lumo_ev": -3.325,
  "total_energy_ha": -328.60119,
  "orbital_gap_ev": 10.64,
  "total_charge": 1
}

Entry 6:
{
  "formula": "C5H14NO",
  "method": "ωB97M-V/def2-TZVPD",
  "elements": ["C", "N", "C", "H", "H", "H", "H", "H", "C", "H", "H", "H", "H", "C", "H", "O", "H", "H", "C", "H", "H"],
  "positions_angstrom": [[0.69651, -2.05768, 0.23453], [0.12300, -1.00377, 1.19165], [0.06188, 1.30583, -0.77951], [-1.82326, -1.46121, 0.84753], [-1.08423, -2.48793, 2.03126], [1.93413, 0.94460, -1.00690], [-1.57014, -0.84104, 2.45869], [-1.07666, 1.42529, -2.63403], [-0.12629, 1.02907, -2.24485], [0.02164, -0.07775, 0.72741], [0.99664, -2.87549, 0.88300], [-0.09095, -0.06228, -2.45268], [-1.97737, 1.70652, -0.37750], [-0.95625, 1.70576, 0.05044], [-0.10101, -2.35699, -0.45586], [1.31386, 1.08206, -0.26283], [-0.77092, 2.26306, 0.97055], [1.58124, -1.56050, -0.19631], [-1.16190, -1.46095, 1.70703], [0.69967, 1.46153, -2.77420], [0.80573, -0.84005, 1.93434]],
  "lumo_ev": -2.952,
  "total_energy_ha": -328.62623,
  "orbital_gap_ev": 10.07,
  "total_charge": 1
}